DFT (the ωB97M-V functional and the def2-TZVPD basis) results for a structure of composition C41H57GeIPPbSi3.

Structure (XYZ):
```
105
Properties=species:S:1:pos:R:3:forces:R:3
Pb 0.611352 -0.991028 -0.058296 0.435 0.254 0.365
C 5.304938 -0.768757 2.472341 0.043 -0.033 -0.060
C 3.837008 -0.791213 2.890570 -0.113 0.006 -0.007
C 3.694304 -1.339526 4.316012 0.024 0.012 0.047
C 2.973994 -1.586298 1.930898 -0.120 0.002 0.088
C 1.707252 -2.083250 2.316204 0.156 0.023 -0.137
C 1.039894 -3.051762 1.547849 0.059 -0.089 -0.189
C 1.595900 -3.527363 0.335263 -0.017 -0.020 0.042
C 1.050709 -4.725996 -0.377050 0.025 -0.109 0.129
C 2.749606 -2.880243 -0.130072 -0.067 -0.028 -0.017
C 3.422625 -1.938881 0.654915 0.052 -0.006 -0.018
H 5.891446 -0.251580 3.229704 -0.013 0.026 0.008
H 5.471702 -0.253375 1.526270 -0.019 -0.053 0.054
H 5.709461 -1.779476 2.390929 -0.007 -0.033 0.029
H 3.450286 0.233007 2.873344 0.014 0.084 0.048
H 3.891484 -2.412138 4.348515 0.029 -0.014 -0.011
H 2.710172 -1.158392 4.746662 -0.048 0.009 0.005
H 4.422235 -0.857252 4.966458 -0.022 0.018 -0.001
H 1.272424 -1.779654 3.259605 0.004 0.008 0.029
H 0.131166 -3.503544 1.931047 -0.001 -0.007 0.034
H -0.020696 -4.652290 -0.555502 -0.070 -0.011 0.014
H 1.219799 -5.611653 0.239579 -0.013 -0.004 0.016
H 1.556551 -4.888637 -1.325926 0.024 -0.054 0.151
H 3.183478 -3.182714 -1.075890 0.022 -0.026 -0.008
H 4.355058 -1.536102 0.284982 0.013 0.031 -0.017
I -0.892232 2.422526 -1.821250 -0.012 0.092 -0.260
C -0.987953 4.480505 -1.156899 0.075 -0.138 0.152
C -1.894687 5.227921 -1.841498 -0.031 0.109 -0.017
C -2.004255 6.603198 -1.551552 -0.018 -0.071 -0.037
C -1.198787 7.145014 -0.599732 -0.006 -0.017 0.001
C -0.269086 6.354118 0.118441 0.029 0.107 0.065
C 0.543917 6.983953 1.092719 -0.010 -0.008 -0.013
C 1.459564 6.280080 1.814831 -0.021 -0.042 -0.031
C 1.575876 4.900018 1.594184 0.035 0.034 0.010
C 0.809488 4.229652 0.668340 0.047 0.034 0.127
P 1.012418 2.439080 0.522584 -0.218 -0.091 -0.286
C 2.755390 2.110891 0.161678 0.076 -0.062 0.053
C 3.043848 1.775411 -1.166700 0.002 -0.079 -0.032
C 4.354940 1.608591 -1.591500 0.045 -0.016 0.020
C 5.398007 1.778925 -0.691871 -0.035 0.006 -0.052
C 5.124633 2.107547 0.630646 0.007 0.049 -0.015
C 3.815969 2.265791 1.057825 -0.004 0.108 0.006
C 0.525681 1.692241 2.109562 -0.001 -0.055 0.114
C -0.650831 0.926047 2.087978 0.086 -0.180 0.051
C -1.151805 0.337232 3.246840 0.018 0.021 -0.048
C -0.488225 0.518070 4.450542 -0.041 -0.044 0.022
C 0.669087 1.286177 4.491117 0.064 -0.022 -0.015
C 1.172873 1.863355 3.333823 0.002 0.096 -0.002
C -0.135486 4.953165 -0.122835 -0.037 -0.020 -0.073
H -2.530767 4.819853 -2.610420 0.007 0.004 0.007
H -2.717657 7.202932 -2.098343 -0.007 0.007 -0.001
H -1.259160 8.201156 -0.373115 0.012 0.017 0.011
H 0.422843 8.048301 1.247211 -0.003 0.013 -0.002
H 2.084346 6.768583 2.548718 0.006 0.006 0.010
H 2.304909 4.354328 2.179551 -0.005 0.014 -0.016
H 2.245448 1.687886 -1.897630 -0.037 0.010 0.031
H 4.562939 1.374674 -2.627068 0.011 0.001 -0.006
H 6.422692 1.675068 -1.022575 0.012 0.000 -0.006
H 5.938488 2.261602 1.326957 0.000 0.000 0.007
H 3.641660 2.548254 2.086985 0.005 -0.015 -0.010
H -1.220706 0.850836 1.163160 -0.093 0.094 -0.042
H -2.078291 -0.221334 3.224935 -0.043 -0.029 -0.017
H -0.884734 0.090632 5.362231 -0.005 -0.005 -0.004
H 1.170175 1.454770 5.435190 0.013 -0.001 0.011
H 2.050534 2.489677 3.409365 0.005 -0.030 0.021
C -0.081984 -4.119213 -3.424279 0.081 0.004 -0.186
Si -1.096045 -2.592893 -3.641001 0.074 -0.111 0.347
C -2.672469 -2.843694 -4.567652 -0.002 0.011 -0.179
C -0.076095 -1.121938 -4.162804 -0.014 0.072 -0.019
Ge -1.968745 -2.209023 -1.279024 -0.286 -0.132 -0.067
Si -3.610176 -0.546192 -1.265145 -0.048 0.001 0.014
C -4.810784 -0.287548 -2.629356 0.000 0.143 -0.021
C -4.047796 0.434584 0.224611 -0.112 0.078 -0.071
C -2.090411 2.644871 -3.585994 -0.009 0.079 0.009
Si -3.607502 -3.749650 0.047446 0.255 0.006 -0.094
C -3.876751 -2.910079 1.679497 -0.025 0.082 0.031
C -5.076607 -3.798189 -1.082032 -0.083 0.035 0.012
C -2.701052 -5.350311 0.173311 -0.011 -0.087 -0.012
H 0.246171 -4.457204 -4.412762 0.006 0.002 -0.020
H -0.632414 -4.942265 -2.969106 0.005 -0.007 0.026
H 0.815491 -3.914756 -2.838520 -0.095 0.010 -0.149
H -2.374434 -3.245074 -5.544822 -0.028 0.003 -0.024
H -3.209499 -1.916879 -4.759640 -0.051 -0.004 0.000
H -3.343742 -3.578401 -4.125259 -0.010 -0.006 0.043
H 0.875043 -1.461043 -4.577664 0.021 -0.022 -0.017
H 0.151075 -0.434398 -3.343696 0.010 0.033 -0.007
H -0.581126 -0.556980 -4.948269 -0.021 0.042 0.008
H -5.638094 -0.996574 -2.509432 -0.026 -0.039 0.021
H -4.403869 -0.433588 -3.626396 0.015 -0.011 -0.037
H -5.245725 0.711926 -2.544513 -0.038 -0.010 -0.042
H -5.133710 0.388413 0.361329 0.006 0.009 0.060
H -3.814168 1.489388 0.040163 -0.005 0.022 0.008
H -3.551404 0.118825 1.134628 0.066 -0.031 0.135
H -2.019740 1.665070 -4.051758 -0.022 -0.028 -0.066
H -1.635569 3.401530 -4.218372 -0.004 0.007 -0.008
H -3.114186 2.885994 -3.320442 -0.023 -0.011 -0.018
H -4.620063 -2.113991 1.613816 0.025 0.031 0.028
H -2.948256 -2.499888 2.083159 -0.015 0.004 0.031
H -4.252621 -3.631939 2.409763 -0.012 -0.056 -0.040
H -5.755478 -2.962560 -0.897293 -0.026 0.026 -0.069
H -5.648503 -4.710908 -0.888273 0.011 -0.012 0.061
H -4.805803 -3.822971 -2.137925 -0.028 0.017 -0.034
H -1.829617 -5.278827 0.821249 0.081 -0.034 0.020
H -2.408366 -5.751303 -0.797530 0.037 -0.012 -0.002
H -3.378186 -6.080931 0.629151 -0.020 0.012 -0.001
```
Positions in Å, forces in eV/Å.

Calculated values
2S+1	2
expectation value of S²	0.76
total charge	+4
F_max	0.62	eV/Å
energy relative to the best compared isomer or geometry (same formula, charge and spin)	0.0	kcal/mol
molar mass	1071.85	g/mol
frontier orbital gap (alpha / beta)	6.0 / 4.3	eV

***

DFT (the ωB97M-V functional and the def2-TZVPD basis) results for a structure of composition C41H58LaN3O9P2S4 in a non-equilibrium geometry.

Structure (XYZ):
```
118
Properties=species:S:1:pos:R:3:forces:R:3
La -0.281002 0.278669 -0.502481 1.091 -0.165 0.733
C -1.993855 4.136380 2.130544 -0.001 0.131 0.100
C -1.613063 3.298750 0.927899 0.009 0.045 -0.236
O -1.383981 2.078487 1.158102 -0.039 0.058 0.065
C -1.490510 3.929502 -0.316334 -0.056 -0.010 0.134
C -1.172120 3.157562 -1.470465 -0.326 0.033 0.079
C -0.225178 3.678147 -2.510870 0.181 0.022 0.010
N -1.690216 1.975824 -1.698035 -0.856 0.134 -0.193
N -2.976223 1.767031 -1.142296 -0.109 0.320 -0.179
C -3.300187 0.707502 -0.484456 -0.031 -0.076 0.368
O -2.562817 -0.246551 -0.000945 -0.480 0.037 -0.197
C -4.780634 0.545973 -0.220691 0.135 0.071 -0.046
C -5.747525 1.379124 -0.784259 -0.002 0.021 0.003
C -7.096183 1.160874 -0.537044 0.076 -0.025 0.012
C -7.503482 0.105730 0.277030 0.059 0.065 -0.047
C -6.546308 -0.724165 0.841574 0.107 0.042 -0.036
C -5.194546 -0.503472 0.590968 -0.178 -0.105 0.098
H -1.350336 3.879233 2.976381 -0.037 0.017 -0.036
H -1.942608 5.209287 1.927531 -0.010 -0.040 0.014
H -3.020074 3.884387 2.410171 0.014 -0.002 0.006
H -1.427356 5.012126 -0.352193 0.003 -0.018 0.018
H 0.391068 4.488348 -2.114899 -0.010 -0.021 -0.017
H 0.431380 2.885467 -2.874113 -0.038 0.016 0.006
H -0.804666 4.049938 -3.362005 0.027 0.010 0.011
H -5.407852 2.191596 -1.415841 -0.029 -0.037 0.028
H -7.836600 1.814268 -0.985314 0.002 -0.005 0.001
H -8.557222 -0.067896 0.463231 -0.002 0.012 -0.002
H -6.848753 -1.550136 1.475560 0.004 0.004 -0.004
H -4.435345 -1.148263 1.016202 -0.038 0.030 -0.025
S 4.484107 -0.070573 -2.598089 -0.262 0.009 0.230
C 2.819810 -0.204616 -2.202251 0.030 -0.166 -0.126
S 2.303880 -1.151947 -0.817768 0.383 -0.060 -0.369
S 1.566939 0.521362 -3.091811 0.149 -0.043 -0.005
C 5.766866 3.073038 -0.740185 -0.033 -0.022 0.086
C 4.616226 3.680962 -1.518603 -0.064 -0.123 0.029
C 4.470951 5.172181 -1.292186 -0.012 0.086 0.054
O 3.346995 3.053330 -1.247999 0.249 0.005 -0.137
P 2.716512 2.415315 0.028044 -0.533 0.099 0.191
O 1.306588 2.059686 -0.244327 1.101 0.975 0.019
C 3.753426 1.101086 0.694332 -0.094 -0.086 -0.093
P 2.769361 0.050557 1.811932 -0.418 0.568 0.905
O 1.284799 0.116246 1.740577 0.531 -0.339 -0.051
O 3.501620 -1.290478 2.199226 -0.030 0.065 -0.210
C 4.195513 -2.333067 1.471196 0.157 -0.027 -0.060
C 5.677396 -2.158163 1.731249 0.069 -0.014 0.052
C 3.647889 -3.653528 1.955842 -0.022 -0.140 0.063
O 3.082161 0.833938 3.222759 -0.032 -0.065 -0.136
C 4.381979 0.804755 3.807251 -0.010 -0.062 -0.004
C 4.321061 -0.030077 5.072635 0.011 -0.037 0.102
C 4.834580 2.229984 4.068571 0.001 0.117 0.073
O 2.833719 3.510580 1.182993 -0.150 0.138 0.210
C 1.626215 4.125474 1.743969 0.085 -0.053 -0.154
C 1.478428 5.505667 1.144179 -0.003 0.093 -0.031
C 1.767159 4.134224 3.246085 0.056 0.005 0.105
H 6.700452 3.529737 -1.076010 -0.016 -0.005 -0.007
H 5.820779 1.997358 -0.919574 -0.010 0.053 -0.023
H 5.661579 3.269779 0.331899 0.025 0.018 -0.052
H 4.766103 3.473452 -2.575460 0.021 -0.048 -0.103
H 4.260636 5.374663 -0.239359 0.026 -0.001 -0.038
H 3.651682 5.572425 -1.892204 0.032 -0.029 0.026
H 5.396891 5.681896 -1.572820 -0.046 -0.010 0.003
H 4.521082 1.604150 1.283907 0.060 -0.100 0.012
H 4.202757 0.529729 -0.122748 0.000 -0.001 -0.044
H 3.991355 -2.201198 0.411400 -0.056 0.017 -0.012
H 5.884689 -2.179362 2.806049 0.014 -0.010 -0.018
H 6.038793 -1.214127 1.315400 -0.022 -0.034 0.003
H 6.231843 -2.969900 1.253016 -0.028 0.050 0.016
H 3.949596 -3.840681 2.993199 -0.025 0.007 -0.055
H 4.041093 -4.457750 1.326400 -0.017 0.035 0.062
H 2.556017 -3.672193 1.912069 0.072 0.031 -0.035
H 5.094927 0.328309 3.127832 -0.035 0.003 -0.125
H 3.641907 0.439632 5.789962 0.029 -0.041 -0.030
H 5.312733 -0.115454 5.529320 -0.060 0.017 -0.014
H 3.947078 -1.028825 4.842444 0.037 0.058 0.000
H 4.266432 2.664555 4.896305 0.005 -0.003 -0.059
H 4.672113 2.857601 3.189280 0.028 -0.053 0.017
H 5.896719 2.248325 4.328849 -0.045 0.013 0.024
H 0.777491 3.508230 1.457532 0.011 -0.069 -0.035
H 2.367130 6.108470 1.359514 -0.048 -0.001 -0.011
H 0.601713 6.002124 1.569532 0.048 -0.039 -0.030
H 1.336531 5.442256 0.062810 0.020 -0.012 0.070
H 2.616031 4.753724 3.553606 -0.014 -0.024 0.002
H 1.908007 3.119855 3.621629 -0.008 0.026 -0.034
H 0.855158 4.547617 3.684495 0.062 -0.008 -0.001
C -1.433739 -1.549645 2.675102 -0.072 0.011 0.179
S -0.453618 -2.550826 1.571392 0.455 0.004 0.170
C -1.794277 -3.376836 0.751515 -0.137 -0.210 0.022
O 0.228646 -3.565642 2.456411 -0.208 0.198 -0.328
H -2.049009 -2.231769 3.265911 -0.008 0.079 0.067
H -2.043430 -0.841246 2.109104 0.035 -0.042 -0.033
H -0.719736 -1.016318 3.301276 -0.047 0.010 0.007
H -2.421129 -2.628517 0.260279 0.071 -0.014 0.040
H -2.328589 -3.944388 1.517213 -0.080 -0.045 -0.111
H -1.349419 -4.032162 0.002914 -0.059 -0.004 0.009
N -0.713011 -1.632047 -1.721103 -0.805 -1.314 -1.135
C -1.155984 -2.316976 -2.669125 0.141 -0.253 0.109
C -0.725269 -3.768763 -2.874673 -0.098 0.117 0.081
C 0.533459 -4.142806 -2.404743 0.070 -0.049 0.070
C 0.962418 -5.459299 -2.500513 -0.019 0.029 -0.003
C 0.135206 -6.432671 -3.055588 -0.038 0.072 -0.006
C -1.123275 -6.072867 -3.521344 0.035 0.131 0.034
C -1.544992 -4.746540 -3.439117 0.041 -0.013 -0.015
C -2.165899 -1.792083 -3.665645 0.088 -0.078 -0.072
C -3.329845 -1.196598 -3.193949 -0.107 0.077 0.003
C -4.270502 -0.673586 -4.073568 0.082 -0.037 0.014
C -4.050260 -0.739209 -5.444712 0.081 -0.056 0.040
C -2.887936 -1.335334 -5.927062 -0.032 0.030 0.101
C -1.957961 -1.866609 -5.041680 -0.017 0.012 -0.028
H 1.152769 -3.371697 -1.953003 -0.027 -0.044 -0.040
H 1.948463 -5.729031 -2.136396 -0.037 0.014 -0.015
H 0.470071 -7.462396 -3.124923 -0.012 0.026 0.008
H -1.779427 -6.824383 -3.947551 0.000 0.019 0.000
H -2.525661 -4.467822 -3.810238 0.017 -0.006 0.002
H -3.477737 -1.140762 -2.121302 0.013 0.003 -0.077
H -5.165288 -0.202720 -3.680174 0.028 -0.014 -0.018
H -4.774923 -0.322544 -6.135000 0.002 0.006 -0.001
H -2.702234 -1.376968 -6.994553 -0.001 0.002 -0.002
H -1.048080 -2.325898 -5.415500 -0.042 0.010 0.011
```
Positions in Å, forces in eV/Å.

Calculated values
total charge	-2
F_max	1.91	eV/Å
energy relative to the best compared isomer or geometry (same formula, charge and spin)	0.0	kcal/mol
molar mass	1066.05	g/mol
frontier orbital gap	5.4	eV